1.
The following is a DFT calculation (ωB97M-V/def2-TZVPD) of a single C18H22N2O2S molecule.

XYZ file:
```
45
Properties=species:S:1:pos:R:3:lowdin_charge:R:1
C -0.5109 -2.3225 1.7932 -0.0343
H -1.4520 -1.7790 1.7447 0.0885
H -0.1036 -2.3979 0.7879 0.0723
H -0.7030 -3.3272 2.1622 0.0814
C 0.4635 -1.6060 2.7307 -0.3029
N 0.7259 -0.2376 2.3095 -0.0657
C 0.1736 0.6690 3.1723 -0.2054
C 0.1064 2.0513 3.0729 -0.0341
C -0.4902 2.7567 4.1088 -0.0996
C -1.0117 2.1101 5.2145 -0.1084
C -0.9389 0.7229 5.3140 -0.0391
C -0.3482 0.0151 4.2971 -0.1599
C -0.1161 -1.4626 4.1548 -0.0649
H -1.0401 -2.0311 4.2669 0.1181
H 0.5867 -1.8158 4.9125 0.1217
H -1.3398 0.2133 6.1780 0.1114
H -1.4753 2.6811 6.0043 0.0938
H -0.5496 3.8335 4.0431 0.0998
H 0.5032 2.5754 2.2159 0.1029
C 1.3336 0.0609 1.0494 -0.1021
C 0.3765 0.0693 -0.1247 -0.1908
C 0.7591 -0.4723 -1.3464 -0.0206
C -0.1229 -0.4643 -2.4071 -0.2807
C -1.3909 0.0698 -2.2916 -0.0529
C -1.7754 0.6147 -1.0778 -0.0455
C -0.8976 0.6145 -0.0057 -0.0176
H -1.2077 1.0345 0.9394 0.1098
H -2.7613 1.0390 -0.9631 0.1096
H -2.0497 0.0426 -3.1438 0.1173
S 0.3614 -1.1820 -3.9725 0.6700
O 1.7132 -1.6629 -3.8724 -0.2886
O -0.6513 -2.1013 -4.3997 -0.2849
N 0.2693 0.1790 -4.9744 -0.3430
C 1.3544 1.0925 -4.7044 -0.1106
H 2.3246 0.6655 -4.9832 0.0914
H 1.1904 2.0164 -5.2580 0.0938
H 1.3590 1.3093 -3.6376 0.0816
C 0.1051 -0.1533 -6.3729 -0.1051
H -0.2623 0.7230 -6.9076 0.0918
H -0.6290 -0.9531 -6.4304 0.0774
H 1.0423 -0.4918 -6.8293 0.0943
H 1.7347 -0.9116 -1.4920 0.1203
H 2.1243 -0.6738 0.8600 0.1335
H 1.8078 1.0470 1.1245 0.1323
H 1.4124 -2.1605 2.7382 0.1435
```

Values from the calculation:
maximum force = 1.1 eV/A
total energy = -1357.2703 Ha
energy relative to the best compared isomer or geometry (same formula, charge and spin) = 37.0 kcal per mole
HOMO energy = -7.45 eV
gap between HOMO and LUMO = 8.066 eV


2.
The following is a DFT calculation (ωB97M-V/def2-TZVPD) of a single C18H22N8O2 molecule.

XYZ file:
```
50
Properties=species:S:1:pos:R:3:lowdin_charge:R:1
C -0.6216 -2.6312 -0.4313 -0.0957
C -1.8859 -2.3776 -1.2433 -0.2308
H -1.8893 -3.0214 -2.1235 0.1108
H -2.7715 -2.6186 -0.6522 0.0934
C -1.9770 -0.9223 -1.7314 -0.1295
C -1.9679 0.0295 -0.6038 -0.1199
C -0.9420 0.7815 -0.0469 -0.1338
N -1.4400 1.4635 1.0141 0.0822
N -2.6748 1.1987 1.1480 0.0456
N -3.0381 0.3277 0.1838 0.0268
C -4.3401 -0.1037 0.1072 -0.1793
N -4.8044 -1.0062 -0.7099 0.1353
O -6.1071 -1.1279 -0.4473 -0.0696
N -6.5001 -0.3005 0.5533 0.1123
C -5.4362 0.3642 0.9343 -0.3349
N -5.3749 1.3271 1.8624 0.1469
H -6.1688 1.4732 2.4584 0.1098
H -4.4545 1.6432 2.1321 0.0715
C 0.4633 0.8775 -0.4806 -0.4166
O 0.8975 0.2911 -1.4593 0.0469
N 1.1929 1.6714 0.3401 0.0726
N 2.5617 1.7733 0.3453 0.1118
C 3.2102 2.0583 -0.7086 -0.3457
C 4.7083 2.0165 -0.6192 -0.1510
H 5.1021 1.5868 -1.5436 0.1248
H 5.0699 3.0485 -0.5648 0.1259
C 5.2323 1.2426 0.5872 -0.1606
C 4.9688 -0.2424 0.5718 -0.2219
C 5.5319 -1.0132 1.5856 -0.0525
C 5.3245 -2.3778 1.6469 -0.0924
C 4.5426 -3.0029 0.6897 -0.1005
C 3.9802 -2.2490 -0.3233 -0.0805
C 4.1938 -0.8815 -0.3850 -0.0393
H 3.7301 -0.3263 -1.1838 0.0966
H 3.3657 -2.7238 -1.0745 0.1007
H 4.3739 -4.0689 0.7353 0.0977
H 5.7713 -2.9554 2.4436 0.0993
H 6.1402 -0.5305 2.3383 0.1113
H 4.7757 1.6579 1.4885 0.1147
H 6.3124 1.3996 0.6610 0.1189
C 2.6307 2.4711 -2.0250 -0.0228
H 2.2822 1.5935 -2.5715 0.0774
H 1.7622 3.1106 -1.8644 0.0891
H 3.3685 2.9983 -2.6245 0.0808
H 0.7670 1.9270 1.2235 0.1331
H -1.1106 -0.7004 -2.3561 0.1161
H -2.8974 -0.7998 -2.3055 0.1117
H 0.2531 -2.2810 -0.9738 0.0655
H -0.6554 -2.1087 0.5231 0.0754
H -0.5068 -3.6935 -0.2303 0.0723
```

Values from the calculation:
maximum force = 2.0 eV/A
total energy = -1287.5493 Ha
energy relative to the best compared isomer or geometry (same formula, charge and spin) = 68.7 kcal per mole
HOMO energy = -8.75 eV
gap between HOMO and LUMO = 8.962 eV


3.
The following is a DFT calculation (ωB97M-V/def2-TZVPD) of a molecular structure, C18H23AsF3NO9SV.

XYZ file:
```
57
Properties=species:S:1:pos:R:3:lowdin_charge:R:1
V 0.7468 -0.4074 0.4396 1.1725
C -0.5960 -1.3260 -2.1511 0.0863
O -0.1927 -0.2512 -1.1974 -0.3196
C -0.5962 1.1207 -1.6067 -0.0316
C -0.0994 2.0740 -0.5203 -0.0478
O -0.0957 1.3298 0.7591 -0.2585
C -1.1247 1.7734 1.7395 -0.0397
C -2.4661 1.2200 1.3247 -0.1587
O -2.2510 -0.0826 0.8143 -0.2440
C -3.4226 -0.9145 0.9443 -0.0303
H -0.1967 -1.0700 -3.1248 0.1274
H -1.6785 -1.3537 -2.1533 0.1235
H -0.1654 -2.2542 -1.8041 0.1071
H -1.6743 1.1250 -1.7005 0.1521
H -0.1261 1.3554 -2.5544 0.1532
H -0.7393 2.9453 -0.4432 0.1616
H 0.9120 2.3974 -0.7099 0.1331
H -1.1217 2.8585 1.7491 0.1551
H -0.8000 1.4145 2.7046 0.1203
H -2.9375 1.8567 0.5717 0.1472
H -3.1098 1.2048 2.2066 0.1556
H -4.3075 -0.3964 0.5751 0.1128
H -3.5778 -1.1930 1.9873 0.1065
H -3.2622 -1.8040 0.3417 0.0932
O 3.7406 -3.1033 1.6205 -0.1198
As 3.2549 -1.5997 1.0210 1.2324
O 2.5061 -0.6404 2.1378 -0.3565
O 1.4645 -1.8445 0.2756 -0.3228
C 4.7225 -0.9139 -0.0121 -0.2332
C 5.9783 -1.2211 0.4566 -0.0156
C 7.0587 -0.5668 -0.1519 0.0202
C 6.8690 0.3441 -1.1742 0.0274
C 5.5869 0.6448 -1.6506 0.0294
C 4.5228 0.0042 -1.0670 -0.2782
S 2.8894 0.0927 -1.6321 0.6709
O 2.1702 0.4900 -0.1920 -0.4092
O 2.5441 1.1081 -2.5556 -0.1664
O 2.5374 -1.2662 -1.9164 -0.2296
H 3.4108 -3.3355 2.5062 0.1163
H 6.1415 -1.9335 1.2504 0.1321
H 8.0596 -0.7893 0.1922 0.1425
H 7.7245 0.8302 -1.6240 0.1438
H 5.4347 1.3415 -2.4664 0.1485
F 0.5081 -4.6163 5.4750 0.1842
C -0.7230 -4.1438 5.2457 -0.6044
F -1.1956 -3.6053 6.3602 0.2004
F -1.5056 -5.1440 4.8655 0.1926
C -0.6135 -3.0921 4.1513 -0.0293
C -0.9209 -3.4094 2.8314 0.0778
C -0.6796 -2.4554 1.8785 -0.0893
N -0.1194 -1.2628 2.1629 -0.0285
C 0.1566 -0.9513 3.4431 -0.0621
C -0.1091 -1.8388 4.4628 0.0774
H -1.3417 -4.3662 2.5581 0.1523
H -0.9131 -2.6633 0.8414 0.1295
H 0.6282 -0.0039 3.6465 0.1336
H 0.1127 -1.5594 5.4843 0.1560
```

Values from the calculation:
maximum force = 1.8 eV/A
total energy = -5308.0467 Ha
net charge = +3
energy relative to the best compared isomer or geometry (same formula, charge and spin) = 62.9 kcal per mole
HOMO energy = -18.99 eV
gap between HOMO and LUMO = 6.051 eV


4.
The following is a DFT calculation (ωB97M-V/def2-TZVPD) of 2 unconnected molecules or ions with the total composition C18H23BBrF4IN2O8PS2.

XYZ file:
```
61
Properties=species:S:1:pos:R:3:lowdin_charge:R:1
C 4.6600 1.3746 0.7492 -0.1249
C 3.2657 0.5925 0.4263 -0.2135
C 3.1177 0.3115 -1.1443 -0.2605
O 1.8489 -0.2389 -1.5495 -0.0657
B 1.8101 -1.7020 -1.4732 -1.1301
P 3.0359 -2.7443 -2.5525 0.6714
O 2.2249 -3.9992 -3.3995 -0.4391
Br 3.7246 -1.3158 -4.2284 0.2195
O 0.4371 -2.0505 -1.9880 -0.0101
C -0.4363 -2.5914 -0.9663 -0.3323
C -1.5924 -1.5182 -0.7089 -0.0967
C -1.1049 -0.0073 -0.5021 -0.1692
C -2.3970 0.8783 -0.1415 -0.2151
S -3.2293 1.6642 -1.6000 0.7629
O -2.3710 1.7602 -2.8257 -0.3212
O -3.7984 3.0400 -1.2819 -0.3785
O -4.5909 0.7119 -1.9850 -0.2045
N -1.2565 -3.8117 -1.3739 0.1018
C -1.1483 -4.0306 -2.6425 -0.6173
S -0.9040 -4.6422 -4.1633 0.6642
C 0.5710 -2.9866 0.2808 -0.2308
C 1.2555 -4.4308 0.0256 -0.0680
C 2.8006 -4.5310 0.3960 -0.7254
O 3.5186 -5.2104 -0.3910 -0.0889
I 3.8407 -3.6134 2.0594 0.8358
C -0.0553 -3.0693 1.7366 -0.2267
F 0.5705 -4.0155 2.6168 -0.0055
F -1.4009 -3.5825 1.5767 0.0342
C -0.2016 -1.7162 2.5703 -0.1452
F -1.4782 -1.0563 2.3900 -0.0061
F 0.8518 -0.7837 2.4264 0.0286
O 1.6329 -2.0870 -0.0391 -0.0496
H 4.4445 2.4308 1.1269 0.0625
H 5.2932 0.8157 1.5350 0.0676
H 5.2693 1.3949 -0.2279 0.0705
H 3.3761 -0.4349 0.9468 0.0743
H 2.3568 1.0984 0.8917 0.1066
H 4.0357 -0.2794 -1.4793 0.0879
H 3.2007 1.3440 -1.6655 0.1346
H 1.7718 -3.5381 -4.1540 0.0064
H -2.2443 -1.5151 -1.6679 0.1347
H -2.3114 -1.7680 0.1430 0.1084
H -0.3372 0.1068 0.3524 0.1207
H -0.6370 0.4270 -1.4613 0.1279
H -2.1741 1.6924 0.6321 0.1210
H -3.1879 0.1882 0.3452 0.1095
H -4.3371 -0.1872 -1.6527 0.0684
H 0.6494 -5.3096 0.4719 0.1477
H 1.1951 -4.6020 -1.1179 0.1263
H -0.2018 -2.0192 3.6847 0.1777
N -1.7497 5.7593 0.6040 0.0637
C -1.4115 6.6119 1.5846 -0.1629
C -2.1759 6.8239 2.7208 -0.0922
C -3.3631 6.1180 2.8542 -0.0954
C -3.7386 5.2313 1.8552 -0.0707
C -2.9032 5.0866 0.7579 -0.1400
H -0.4768 7.1426 1.4333 0.0975
H -1.8516 7.5232 3.4817 0.0942
H -3.9897 6.2575 3.7289 0.0988
H -4.6587 4.6646 1.9266 0.1013
H -3.1529 4.4012 -0.0485 0.0594
```

Values from the calculation:
maximum force = 6.1 eV/A
total energy = -5844.9164 Ha
net charge = -1
HOMO energy = -4.90 eV
gap between HOMO and LUMO = 6.959 eV